C4H7NO2 | ωB97M-V/def2-TZVPD

Computed properties:
spin multiplicity	1
SMILES	C[C@@H](C=O)C(N)=O
LUMO level	0.653	eV
DFT total energy	-9846.81609	eV
ΔE to the lowest compared entry with this formula, charge and spin	0.4636	eV
total charge	0

Last column: natural (NBO) charge in e.
CARTESIAN COORDINATES (ANGSTROEM)
C -0.299 0.459 1.316  -0.6158
C 0.207 0.513 -0.124  -0.4347
C 1.724 0.667 -0.169  0.4495
O 2.372 1.045 0.777  -0.5203
C -0.212 -0.637 -1.044  0.6827
N -1.435 -1.175 -0.797  -0.8216
O 0.491 -1.015 -1.966  -0.6145
H -0.050 -0.497 1.787  0.2196
H 0.190 1.245 1.895  0.2467
H -1.381 0.611 1.387  0.2010
H -0.186 1.423 -0.608  0.2516
H 2.196 0.427 -1.136  0.1484
H -2.018 -0.886 -0.031  0.3990
H -1.754 -1.915 -1.405  0.4084



C4H7NO2 | ωB97M-V/def2-TZVPD

Computed properties:
spin multiplicity	1
SMILES	C=NC=O.C=CO
LUMO level	0.156	eV
DFT total energy	-9844.62793	eV
ΔE to the lowest compared entry with this formula, charge and spin	2.6518	eV
total charge	0

Last column: natural (NBO) charge in e.
CARTESIAN COORDINATES (ANGSTROEM)
C 0.324 -1.120 -1.065  0.0369
N 1.155 -1.238 -0.110  -0.5108
C 2.199 -0.300 -0.047  0.5184
O 2.063 0.893 -0.187  -0.5435
H 0.436 -0.380 -1.864  0.1751
H -0.544 -1.780 -1.095  0.1886
H 3.165 -0.755 0.223  0.1233
C -1.036 1.458 0.241  -0.5305
C -1.729 0.361 0.542  0.1359
O -1.392 -0.603 1.437  -0.6835
H -1.397 2.137 -0.522  0.2142
H -0.089 1.700 0.715  0.2154
H -2.669 0.114 0.055  0.1774
H -0.464 -0.490 1.691  0.4830



C4H7NO2 | ωB97M-V/def2-TZVPD

Computed properties:
spin multiplicity	1
LUMO level (spin up / spin down)	0.346 / 0.346	eV
DFT total energy	-9838.26215	eV
ΔE to the lowest compared entry with this formula, charge and spin	9.0175	eV
total charge	0

Last column: natural (NBO) charge in e.
CARTESIAN COORDINATES (ANGSTROEM)
C 1.403 0.842 -0.432  -0.0511
C -0.007 0.481 -0.490  0.0674
C 2.169 0.504 0.809  -0.0930
C -1.878 -0.918 0.104  -0.4288
N -0.476 -0.535 0.041  -0.3558
O 2.440 -0.326 -0.275  -0.0666
O 2.166 -1.591 -0.105  -0.5106
H 2.022 1.467 -1.196  0.2412
H -0.574 1.162 -1.306  0.1335
H 3.113 1.156 1.007  0.2009
H 1.607 0.137 1.756  0.2566
H -1.974 -1.670 0.956  0.2140
H -2.572 0.015 0.361  0.1866
H -2.239 -1.315 -0.772  0.2056



C4H7NO2 | ωB97M-V/def2-TZVPD

Computed properties:
spin multiplicity	1
LUMO level (spin up / spin down)	-0.931 / -0.926	eV
DFT total energy	-9842.34084	eV
ΔE to the lowest compared entry with this formula, charge and spin	4.9389	eV
total charge	0

Last column: natural (NBO) charge in e.
CARTESIAN COORDINATES (ANGSTROEM)
O 0.138 1.990 -0.686  -0.7023
C 0.583 0.728 -0.299  0.0671
C 0.604 0.267 1.164  -0.3014
N 0.927 -1.078 0.723  -0.4633
C -0.151 -0.413 -0.907  -0.1803
C -1.362 -1.164 -0.503  0.3691
O -1.720 -1.442 0.627  -0.5497
H 0.915 2.562 -0.704  0.4748
H 1.627 0.570 -0.607  0.1824
H -0.382 0.371 1.634  0.2045
H 1.381 0.786 1.733  0.1998
H 0.186 -1.686 1.074  0.3626
H -0.186 -0.316 -2.015  0.2120
H -1.912 -1.599 -1.364  0.1246